(1)
The following is a quantum chemistry calculation of a structure of composition C29H44N6ScTe, from the OMol25 dataset.

Output
Gap between HOMO and LUMO (eV): 6.98
LUMO (Eh): -0.33291
Total charge: +3

```
81
C29H44N6ScTe | the OMol25 dataset | wB97M-V/def2-TZVPD
Sc 0.57 -0.05 -0.13
C 0.85 -3.76 -1.17
C 1.05 -2.75 -0.08
C 2.32 -2.18 0.13
C 2.61 -1.46 1.30
C 4.03 -1.09 1.62
C 1.58 -1.21 2.20
C 0.29 -1.72 2.01
C -0.75 -1.61 3.08
C 0.03 -2.46 0.84
H 1.37 -3.48 -2.09
H -0.20 -3.93 -1.39
H 1.28 -4.71 -0.84
H 3.13 -2.46 -0.53
H 4.57 -1.99 1.92
H 4.09 -0.39 2.46
H 4.56 -0.67 0.76
H 1.81 -0.70 3.13
H -0.68 -2.50 3.72
H -1.76 -1.58 2.69
H -0.57 -0.74 3.72
H -0.93 -2.94 0.73
C -1.37 2.14 4.03
N 0.02 2.36 3.58
C 0.97 3.00 4.52
C 2.31 2.89 3.78
N 1.96 2.09 2.59
C 2.89 2.08 1.47
C 0.63 1.91 2.49
N 0.07 1.34 1.42
C -1.40 1.47 1.21
C -1.68 1.81 -0.23
N -1.14 0.76 -1.12
C -1.65 0.69 -2.37
N -2.41 1.58 -2.99
C -2.55 3.02 -2.69
C -2.85 1.08 -4.31
C -2.39 -0.38 -4.28
N -1.44 -0.39 -3.15
C -0.97 -1.64 -2.60
H -1.35 2.07 5.12
H -1.78 1.21 3.64
H -2.02 2.97 3.76
H 0.97 2.47 5.47
H 0.68 4.03 4.70
H 3.08 2.39 4.36
H 2.69 3.86 3.47
H 3.89 1.84 1.83
H 2.93 3.04 0.96
H 2.63 1.32 0.75
H -1.82 2.28 1.80
H -1.92 0.55 1.48
H -1.24 2.78 -0.44
H -2.76 1.89 -0.34
H -1.61 3.47 -2.39
H -3.31 3.22 -1.94
H -2.87 3.51 -3.61
H -2.36 1.65 -5.09
H -3.92 1.18 -4.41
H -1.90 -0.68 -5.20
H -3.21 -1.07 -4.09
H -0.90 -2.36 -3.41
H -1.62 -2.04 -1.82
H 0.04 -1.53 -2.23
C 3.76 -0.50 -3.03
Te 2.44 0.98 -2.25
C 1.52 1.04 -4.17
C 2.51 0.33 -5.06
C 2.35 0.40 -6.44
C 3.25 -0.23 -7.28
C 4.32 -0.93 -6.74
C 4.49 -1.00 -5.37
C 3.58 -0.38 -4.53
H 3.47 -1.48 -2.64
H 4.76 -0.26 -2.69
H 1.41 2.09 -4.41
H 0.55 0.56 -4.12
H 1.53 0.97 -6.87
H 3.13 -0.17 -8.35
H 5.04 -1.41 -7.40
H 5.34 -1.54 -4.96
```

---

(2)
The following is a quantum chemistry calculation of a cluster of 6 separate species, C29H45BrN7O5P2 in total at a distorted geometry, from the OMol25 dataset.

Output
Gap between HOMO and LUMO (eV): 7.69
LUMO (Eh): 0.07229
Total charge: -1

```
89
C29H45BrN7O5P2 | the OMol25 dataset | wB97M-V/def2-TZVPD
C -2.93 -3.38 0.76
C -2.42 -2.05 0.37
C -0.79 -1.66 0.21
P -0.04 -1.04 1.84
N -1.46 0.10 1.89
C 0.88 0.41 0.91
C 2.02 -0.04 -0.15
O 3.34 -0.01 0.21
Br 1.73 -0.60 -2.08
C 1.49 -2.23 1.70
P 1.28 -3.84 2.78
O 1.22 -3.57 4.32
O 2.77 -4.76 2.50
O -0.01 -4.86 2.16
N 0.34 -0.46 3.44
C -0.53 -0.88 4.57
C 1.65 -0.14 3.91
C 1.98 1.48 4.25
O 2.67 -0.92 4.36
H -3.81 -3.88 0.13
H -2.58 -3.96 1.73
H -3.20 -1.18 0.19
H -0.81 -0.86 -0.67
H -0.34 -2.63 -0.25
H -0.81 -2.11 2.48
H -1.10 0.99 2.34
H -2.22 -0.27 2.48
H 0.01 0.90 0.26
H 1.23 1.27 1.60
H 2.52 -1.76 1.94
H 1.62 -2.68 0.60
H 3.51 -4.09 2.58
H -0.83 -4.79 2.73
H -1.47 -0.15 4.60
H -0.82 -2.01 4.64
H 0.07 -0.64 5.57
H 0.96 1.89 4.70
H 2.34 2.07 3.30
H 2.78 1.60 5.09
N -2.28 -0.95 -3.21
C -3.39 -0.89 -4.00
C -2.99 -0.98 -5.32
C -1.58 -1.11 -5.31
C -1.17 -1.09 -4.00
H -2.28 -0.90 -2.20
H -4.38 -0.78 -3.57
H -3.64 -0.96 -6.18
H -0.93 -1.20 -6.18
H -0.18 -1.16 -3.56
N 4.67 2.17 -1.01
C 5.16 3.09 -0.12
C 6.13 3.82 -0.76
C 6.24 3.32 -2.08
C 5.32 2.31 -2.21
H 3.94 1.50 -0.81
H 4.77 3.15 0.88
H 6.71 4.63 -0.32
H 6.91 3.67 -2.86
H 5.07 1.67 -3.05
N -1.08 4.94 5.27
C -0.55 4.42 6.42
C 0.18 5.41 7.03
C 0.09 6.57 6.22
C -0.70 6.25 5.14
H -1.65 4.43 4.61
H -0.74 3.39 6.71
H 0.72 5.32 7.97
H 0.55 7.53 6.41
H -1.01 6.84 4.29
N -1.94 2.18 -5.53
C -2.17 3.26 -4.71
C -1.32 4.27 -5.10
C -0.56 3.79 -6.19
C -0.96 2.50 -6.43
H -2.42 1.29 -5.47
H -2.92 3.21 -3.93
H -1.27 5.25 -4.64
H 0.20 4.33 -6.73
H -0.64 1.78 -7.17
N -2.70 -4.44 -3.22
C -1.43 -4.93 -3.38
C -1.49 -6.31 -3.33
C -2.85 -6.66 -3.14
C -3.57 -5.49 -3.08
H -2.95 -3.46 -3.20
H -0.59 -4.26 -3.51
H -0.65 -6.98 -3.43
H -3.25 -7.66 -3.07
H -4.63 -5.32 -2.95
```

---

(3)
The following is a quantum chemistry calculation of a structure of composition C29H45CoN5O6P2S at a distorted geometry, from the OMol25 dataset.

Output
Gap between HOMO and LUMO (alpha / beta) (eV): 7.16 / 6.77
Spin multiplicity: 4
LUMO (alpha / beta) (Eh): -0.18314 / -0.19754
Total charge: +2

```
89
C29H45CoN5O6P2S | the OMol25 dataset | wB97M-V/def2-TZVPD
Co 20.57 8.97 7.49
C 18.59 8.33 11.98
C 19.11 9.74 12.08
C 18.29 10.81 11.41
O 20.47 10.04 11.62
P 21.58 9.36 10.67
O 20.91 8.59 9.58
C 22.51 10.77 10.02
P 21.93 11.62 8.52
O 21.67 10.62 7.40
O 23.16 12.61 8.17
C 23.19 13.58 6.96
C 23.57 14.86 7.71
C 24.19 13.06 5.96
O 20.62 12.40 8.90
C 20.49 13.91 9.11
C 21.00 14.34 10.51
C 19.05 14.23 8.82
O 22.67 8.65 11.57
C 22.21 7.53 12.54
C 21.91 6.32 11.72
C 23.37 7.39 13.51
H 17.49 8.36 12.17
H 19.06 7.68 12.68
H 18.73 8.03 10.94
H 19.17 10.07 13.16
H 18.37 10.76 10.31
H 18.68 11.78 11.72
H 17.24 10.75 11.69
H 23.53 10.41 9.72
H 22.63 11.57 10.81
H 22.21 13.58 6.53
H 24.26 14.68 8.52
H 22.68 15.32 8.10
H 23.98 15.60 6.99
H 24.92 12.39 6.41
H 24.76 13.99 5.68
H 23.90 12.62 5.01
H 21.12 14.30 8.39
H 21.23 13.45 11.14
H 20.28 14.99 11.06
H 21.96 14.87 10.55
H 18.34 13.81 9.63
H 18.74 13.74 7.85
H 18.80 15.32 8.70
H 21.35 7.92 13.11
H 22.88 5.88 11.46
H 21.21 6.51 10.83
H 21.42 5.60 12.37
H 24.28 7.22 13.00
H 23.18 6.54 14.25
H 23.43 8.37 13.99
C 23.46 8.99 5.16
N 23.58 7.74 5.93
C 24.73 7.27 6.64
C 24.28 6.38 7.57
N 22.93 6.22 7.38
C 22.50 7.12 6.44
S 20.88 7.17 6.03
H 24.11 9.03 4.28
H 23.67 9.85 5.82
H 22.43 8.99 4.83
H 25.71 7.53 6.38
H 24.74 5.59 8.18
H 22.33 5.62 7.90
N 13.86 6.79 8.03
C 12.48 7.08 8.13
C 11.49 6.27 8.64
C 10.27 6.92 8.69
C 10.08 8.28 8.39
C 11.11 9.01 7.78
C 12.34 8.42 7.62
N 13.59 8.91 7.21
C 14.46 7.93 7.52
C 15.90 8.05 7.43
C 16.82 7.21 8.11
C 18.21 7.48 7.98
N 18.66 8.59 7.40
C 17.81 9.44 6.80
C 16.42 9.22 6.80
H 14.33 5.88 8.22
H 11.48 5.18 8.81
H 9.43 6.32 9.10
H 9.11 8.72 8.59
H 10.86 9.98 7.41
H 16.49 6.33 8.68
H 18.91 6.76 8.44
H 18.22 10.33 6.30
H 15.74 9.90 6.37
```

---

Number 1: E_tot -67700.322 eV. Number 2: E_tot -140084.526 eV. Number 3: E_tot -117571.626 eV.